The following is a quantum chemistry calculation of a single C3H2Br2 molecule at a distorted geometry, from the OMol25 dataset.

Positions of all 7 atoms, in Å:
Br  3.607  -0.004  0.005
C  1.402  -0.015  -0.071
C  0.283  -0.343  -0.630
C  0.265  0.747  0.436
Br  0.026  2.606  -0.100
H  -0.299  -0.880  -1.337
H  -0.152  0.605  1.422

Gap between HOMO and LUMO in eV: 9.20
LUMO level in eV: -0.9
Structure (SMILES): BrC1=C[C@@H]1Br
Electronic energy in eV: -143224.88452
Strongest force on any atom in eV/A: 3.62